The following is a quantum chemistry calculation of a cluster of 24 separate species, C76H198N14O34 in total in a non-equilibrium geometry, from OMol25.

```
! wB97M-V def2-TZVPD RIJCOSX def2/J DEFGRID3
* xyz 4 1
O 2.05 3.24 -4.44
O 1.52 6.16 2.78
O -2.45 -1.37 -4.02
O -6.36 -3.41 6.90
O -5.74 -3.64 0.09
O -1.92 -4.14 0.63
O -2.16 4.31 -1.00
O -0.78 3.36 0.32
O -2.05 -5.70 6.47
O 8.35 2.16 -3.37
O 2.04 -3.79 3.29
O -7.71 -3.92 1.01
O -3.18 2.85 6.57
O 2.17 6.70 -4.34
O -1.06 -6.69 2.95
O -9.81 2.52 1.11
O 6.35 3.60 2.14
O 0.20 -0.86 6.98
O -5.98 3.58 -1.41
O 0.27 1.30 6.94
O 1.99 1.95 -2.66
O -1.69 -0.73 0.96
O 2.75 -2.56 -5.92
O -0.94 5.60 -8.23
O 5.72 -0.29 0.00
O 4.57 2.47 2.41
O -10.52 2.91 3.18
O -0.64 -1.17 -2.87
O 4.46 0.93 6.08
O -8.03 1.05 -3.77
O -5.21 2.57 5.72
O 1.69 -6.87 -1.90
O -5.61 -4.11 4.91
O 2.37 -3.89 1.14
N -4.23 4.71 -3.48
N -3.31 -3.20 -1.54
N 1.13 -3.74 6.08
N 7.92 3.29 -0.71
N 0.26 0.69 -0.63
N 5.84 3.39 5.48
N -3.83 -5.83 2.81
N -1.32 5.89 2.11
N 4.42 -6.04 -2.59
N 6.98 0.47 2.47
N 4.50 -4.71 -6.91
N -0.10 3.80 -6.12
N 0.39 5.27 -2.44
N -5.65 -0.58 -4.66
C 0.88 -6.23 5.76
C 5.17 -0.85 1.24
C 1.73 0.97 1.37
C 2.67 6.28 -3.05
C 2.73 -5.63 -8.37
C 1.54 6.24 -1.96
C -9.37 1.39 -3.69
C 3.00 7.55 -5.15
C -0.73 5.54 3.49
C -3.21 -5.67 7.29
C -8.14 2.80 2.87
C -0.61 4.28 -8.61
C -2.00 -4.52 -3.18
C 2.62 -4.21 2.28
C 2.07 7.10 3.79
C 4.12 -0.36 6.58
C -6.92 2.88 -0.55
C -1.51 -0.66 -3.53
C 0.64 0.12 0.75
C 6.21 -0.87 2.39
C -6.41 -0.88 -3.37
C 1.18 -8.11 -1.49
C 0.79 0.25 4.89
C -3.51 1.19 4.81
C 3.53 1.50 -4.45
C 2.21 -3.73 -6.58
C -1.02 -3.71 1.63
C -5.66 -3.32 5.88
C -0.60 -0.07 1.68
C 3.38 3.72 5.94
C -5.69 -0.20 -2.14
C 1.93 5.86 -0.53
C -1.06 -4.74 6.84
C 0.09 -4.86 5.79
C 4.79 1.82 7.12
C 4.80 3.28 6.50
C 5.68 3.73 -1.93
C 1.82 -2.06 -4.94
C -9.59 2.74 2.36
C 0.11 6.60 -8.05
C 2.40 2.30 -3.76
C 0.31 3.54 -7.60
C 2.58 -6.34 -0.94
C -3.36 -7.14 3.60
C -6.58 4.13 -2.63
C 5.54 -1.05 3.76
C -5.68 5.28 -3.21
C -4.57 -8.05 3.67
C 2.73 -4.14 -2.42
C 0.12 -7.17 2.33
C 4.38 4.75 1.71
C -6.25 5.67 -4.58
C -6.60 -3.36 0.96
C 8.59 1.41 -4.54
C -3.99 2.28 5.80
C 0.44 0.18 6.42
C 3.74 -5.27 2.42
C -7.88 -0.37 -3.63
C 3.19 -4.34 -7.62
C -1.33 -4.46 -0.67
C 5.12 3.52 2.07
C 0.33 1.92 -7.86
C -1.92 3.48 -0.11
C 0.78 5.10 3.43
C -2.51 -4.46 -1.73
C 7.22 1.66 -2.56
C -6.29 -2.19 1.89
C -4.74 -2.09 5.76
C -3.06 2.78 0.64
C 6.73 2.67 -1.52
C -1.45 0.83 -3.87
C 3.46 -5.29 -1.63
C -1.66 4.49 4.14
C 4.69 -0.34 -0.97
C -2.06 -7.74 3.15
C -2.91 -0.73 1.73
H -2.88 -1.16 2.73
H 8.56 0.34 -4.32
H -3.74 4.43 -2.65
H -2.72 -4.50 -4.01
H 7.53 0.69 -2.17
H 1.04 -2.67 -4.51
H 5.27 0.12 -1.77
H 1.20 -3.51 -6.92
H 1.21 4.81 4.39
H -3.96 -6.05 6.60
H 3.31 4.70 5.47
H 2.26 -4.46 -3.35
H -2.24 6.30 2.06
H 8.57 2.59 -0.39
H -9.80 1.16 -2.72
H 9.56 1.60 -4.99
H 4.45 -1.35 -1.29
H 3.15 -7.06 -0.36
H -9.56 2.45 -3.89
H 4.42 -5.10 3.25
H 2.80 6.54 4.38
H 4.98 3.26 -2.62
H 3.13 0.99 -5.32
H 2.21 4.81 -0.43
H 2.58 3.64 6.67
H 3.84 -6.66 -3.14
H -5.19 -1.55 4.93
H -2.94 -5.36 2.76
H -5.62 6.32 -5.19
H 2.57 7.62 -6.15
H -0.21 1.59 -0.55
H 6.06 4.36 5.30
H 1.75 0.76 4.85
H -2.02 -8.52 2.39
H 3.82 0.84 -3.63
H -7.55 3.56 2.36
H 0.63 -7.87 2.99
H -0.13 4.79 -5.91
H -8.14 3.25 3.86
H -7.91 3.33 -0.49
H 3.14 3.11 5.07
H -7.75 1.78 2.88
H -3.72 -2.44 5.61
H -8.27 -0.86 -4.52
H 1.33 3.94 -7.59
H -0.82 6.45 4.08
H -0.69 1.57 -8.05
H -3.54 -3.04 -0.57
H 5.22 -4.94 -7.58
H -1.24 5.09 1.50
H -3.98 3.36 0.67
H 1.69 -6.10 5.04
H 5.06 -1.91 0.99
H -1.58 3.85 -8.86
H -4.66 -5.33 3.12
H -4.25 0.39 4.90
H -4.13 -6.06 1.87
H 4.28 -5.40 1.48
H 1.43 -6.33 6.70
H -0.33 -4.46 2.02
H -4.96 -8.33 2.69
H 7.47 3.71 0.10
H 3.31 -0.24 7.29
H 1.02 1.66 -8.66
H 1.88 -5.81 -0.29
H 8.42 4.04 -1.16
H -2.72 4.69 4.01
H -1.85 1.35 -3.00
H 0.93 6.13 -7.51
H 6.02 4.65 -2.40
H -4.69 -0.57 -1.91
H 4.00 7.14 -5.26
H -5.34 0.37 -4.83
H 3.45 -3.53 -8.30
H 1.22 -1.25 -5.35
H 5.78 1.54 7.46
H -1.39 -5.41 -3.30
H -0.95 0.91 2.03
H 0.43 3.29 -5.43
H -7.08 -2.05 2.63
H -6.68 3.33 -3.36
H -0.27 -0.78 2.43
H -3.33 -6.71 4.60
H 5.20 4.00 7.22
H 4.29 -5.52 -6.34
H 0.92 4.25 2.76
H 4.89 -5.29 -3.09
H 0.91 -6.42 2.33
H 2.73 6.51 -0.18
H 5.05 5.40 1.14
H 5.05 -0.78 6.97
H 6.38 1.42 -3.21
H -1.34 -3.67 -3.36
H -2.75 2.53 1.66
H -2.74 -2.41 -1.77
H 1.79 -5.50 -8.92
H 2.00 -4.48 -5.81
H -2.10 1.07 -4.71
H 1.67 -3.66 5.23
H -1.74 -8.32 4.01
H -2.56 0.75 5.13
H 0.00 0.87 4.47
H 0.22 -7.90 -1.01
H 3.17 5.33 -3.22
H 3.54 4.44 1.09
H 4.20 -4.88 -0.95
H 5.01 -4.01 -6.39
H -3.17 -5.30 -1.51
H -5.35 -2.38 2.41
H -0.35 -2.99 1.15
H 1.19 7.44 4.34
H -5.40 0.83 -2.33
H -0.86 -5.44 -0.56
H -0.09 -7.66 1.39
H 4.04 1.73 7.91
H -3.82 5.39 -4.10
H -3.13 -6.20 8.24
H 1.18 5.97 0.25
H 3.81 0.25 -0.70
H 0.93 -8.59 -2.44
H -7.25 6.11 -4.57
H -6.96 1.82 -0.76
H -8.41 -0.72 -2.74
H -1.52 -3.76 6.82
H 4.90 -0.18 3.89
H 3.54 -5.89 -9.05
H -0.72 -4.87 7.87
H 0.70 -2.85 6.29
H 1.83 -8.83 -1.01
H 2.52 -6.46 -7.70
H 3.43 6.95 -2.65
H 6.36 -1.14 4.48
H -3.17 1.88 0.03
H -3.52 1.56 3.79
H 2.28 1.56 0.63
H -6.40 4.76 -5.16
H 4.93 3.88 -1.15
H -1.48 4.28 5.19
H -5.55 6.10 -2.50
H -0.71 6.59 1.70
H -0.31 -4.54 4.83
H 0.63 1.39 -6.96
H -9.96 0.85 -4.43
H 7.01 -1.60 2.31
H -0.34 7.47 -7.58
H -1.58 -3.09 2.33
H 1.01 -0.72 4.44
H 4.00 5.24 2.61
H 6.68 2.98 5.87
H -1.55 3.46 3.79
H 3.22 8.44 -4.56
H -3.75 -1.12 1.14
H 1.06 7.21 -1.90
H 7.97 1.78 -5.36
H 6.30 1.22 2.35
H 3.32 -3.26 -2.65
H -0.25 4.93 -1.73
H -7.59 4.51 -2.44
H 2.38 0.30 1.93
H -0.36 0.11 -1.19
H 4.19 -0.62 1.65
H -4.75 -1.03 -4.78
H 7.66 0.48 1.72
H 1.24 1.65 2.07
H 1.04 0.82 -1.25
H -6.50 2.89 0.46
H 1.91 -3.83 -1.77
H -6.19 -0.90 -5.45
H -0.62 -3.67 -0.89
H -4.20 -8.92 4.22
H 3.20 -6.20 2.59
H 7.40 0.69 3.36
H 0.22 -7.08 5.66
H -0.19 5.60 -3.20
H 5.64 2.88 4.63
H 3.74 -1.04 5.82
H -0.47 1.19 -4.20
H -4.80 -1.56 6.71
H 4.90 -1.94 3.78
H -4.17 -3.24 -2.08
H -6.36 -1.97 -3.28
H -4.23 3.82 -3.96
H -5.36 -7.66 4.31
H 4.45 2.08 -4.60
H -6.20 -0.40 -1.20
H -0.08 4.38 -9.55
H 0.75 4.43 -2.88
H 2.60 7.90 3.29
H 6.12 2.17 -0.77
H -1.08 3.60 -6.00
H 5.21 -6.46 -2.12
H -3.15 0.34 1.81
H 1.69 -3.93 6.89
H 0.47 6.77 -9.07
H -3.56 -4.67 7.55
H 1.03 -0.88 0.56
H -6.23 -1.20 1.44
H 2.33 -1.62 -4.08
*
```

Computed properties:
F_max (eV Å⁻¹): 4.9
LUMO energy (Ha): -0.323